Version P
# C32H96O16

16 unconnected molecules or ions with the total composition C32H96O16 (the ωB97M-V functional and the def2-TZVPD basis, the Open Molecules 2025 dataset).

The calculation puts the LUMO energy at 0.3 eV. The HOMO-LUMO gap is 9.3 eV.

Geometry as ORCA input:
```
! wB97M-V def2-TZVPD RIJCOSX def2/J DEFGRID3
* xyz 0 1
O -2.69 3.14 0.30
O 1.95 -3.31 1.15
O 2.93 -0.23 -4.34
O 0.37 -2.10 3.26
O -1.19 -0.81 -2.75
O -0.37 4.44 -0.26
O -3.60 -5.11 0.52
O -3.75 1.07 1.92
O -1.25 1.62 -3.91
O -2.21 -0.86 3.57
O -0.54 4.25 5.22
O 3.39 1.74 -2.28
O 4.06 -1.67 0.46
O 2.20 3.49 -0.33
O 0.16 -1.56 -0.46
O 0.10 -4.91 -4.88
C 1.03 -1.36 4.26
C -0.39 2.42 -3.16
C -0.56 5.67 0.43
C -2.27 -4.83 0.95
C -3.34 -1.60 -2.54
C 2.38 -4.67 1.28
C 3.57 2.32 1.18
C 4.38 2.64 -2.76
C 0.56 6.67 0.17
C -5.09 0.76 1.95
C 1.82 -0.19 3.60
C 1.59 -0.66 -4.51
C 2.30 3.13 1.02
C -5.33 -0.69 1.50
C -0.48 3.92 -3.70
C 0.98 -4.58 -3.83
C -0.68 0.45 0.26
C 3.45 -4.65 2.39
C 0.56 -5.15 -2.48
C 5.51 2.54 -1.85
C 0.58 -0.29 -0.11
C 3.67 -2.36 -1.85
C 4.22 -1.31 -0.87
C -2.10 -1.69 -3.41
C -3.88 -0.51 5.25
C -4.06 2.11 -1.41
C -2.68 -1.30 4.80
C 1.62 -1.74 -5.59
C -0.97 3.02 3.23
C -3.67 3.46 -0.71
C -2.28 -3.44 1.46
C -0.68 2.94 4.70
H -1.46 6.19 0.10
H -3.85 -0.65 -2.68
H 1.06 0.15 -0.98
H -0.86 -1.17 -1.93
H 3.67 -0.36 -0.93
H 2.36 -2.52 -5.44
H -3.34 0.42 2.50
H 1.69 -2.08 4.73
H -4.81 -1.42 2.12
H -5.50 1.52 1.30
H 1.85 -1.21 -6.51
H 2.39 0.35 4.35
H 0.73 -2.21 -0.04
H -4.26 -0.81 6.22
H -1.25 0.05 1.10
H -4.10 -2.35 -2.73
H 0.57 1.90 -3.15
H -3.68 -6.03 0.26
H -1.14 2.07 2.74
H 0.39 -0.98 5.05
H 3.99 3.65 -2.91
H 5.28 -1.12 -1.01
H 5.29 2.97 -0.88
H -1.66 -2.68 -3.51
H 1.34 -0.33 0.67
H 2.30 4.00 1.68
H 1.07 -4.72 -1.61
H -3.70 0.55 5.42
H 0.85 0.10 -4.75
H 1.33 -1.13 -3.56
H 1.18 0.55 3.11
H -3.08 2.50 0.89
H -5.02 -0.88 0.47
H -0.80 2.42 -2.15
H -0.70 5.43 1.49
H -0.05 3.41 2.79
H -1.55 2.46 5.15
H 4.03 -3.36 -1.61
H 5.81 1.52 -1.60
H 0.42 4.49 -3.49
H -4.91 2.27 -2.07
H 0.59 -2.07 -5.77
H 0.44 7.59 0.75
H -2.95 -2.35 4.69
H 3.10 2.18 -1.47
H 3.95 -5.62 2.42
H -3.27 1.68 -2.03
H 1.39 2.62 1.30
H 1.58 -5.33 1.60
H 6.38 3.14 -2.13
H 1.04 -2.50 2.70
H -1.37 -3.35 2.06
H 1.01 -3.50 -3.72
H -3.21 4.15 -1.42
H -0.53 3.95 -4.79
H -1.20 3.96 -0.24
H 3.72 1.53 0.44
H -1.60 -4.97 0.10
H 4.44 2.97 1.17
H 4.08 -2.09 -2.82
H -5.52 0.89 2.95
H 1.99 -4.91 -4.08
H 4.68 2.27 -3.74
H -0.44 1.48 0.51
H -4.54 3.93 -0.25
H 2.59 -0.50 2.91
H 0.74 -6.23 -2.48
H 3.06 -4.43 3.38
H -0.76 4.19 6.15
H 1.56 6.29 0.40
H -2.30 -1.24 -4.38
H 2.65 -2.75 0.81
H -1.37 0.51 -0.58
H 0.20 2.36 4.94
H -1.83 3.63 2.96
H 4.27 -3.94 2.29
H 2.81 -4.95 0.32
H -3.13 -1.73 -1.47
H 2.58 -2.39 -1.92
H 4.59 -1.05 0.96
H -0.51 -5.04 -2.29
H 2.97 0.47 -3.68
H 0.58 6.95 -0.88
H -1.91 -1.19 5.56
H 0.17 -5.87 -4.98
H -4.71 -0.62 4.56
H -1.29 4.51 -3.27
H 1.32 3.83 -0.51
H -6.39 -0.93 1.55
H -1.27 -1.05 3.46
H -3.09 -3.21 2.15
H -2.36 -2.69 0.68
H 3.54 1.74 2.10
H -2.05 -5.48 1.79
H -1.30 0.76 -3.49
H -4.30 1.27 -0.75
*
```

Results of the Löwdin charge analysis, in e, for atoms 1 through 8: atom 1 (O): -0.129, atom 2 (O): -0.136, atom 3 (O): -0.088, atom 4 (O): -0.102, atom 5 (O): -0.134, atom 6 (O): -0.109, atom 7 (O): -0.082, atom 8 (O): -0.096

=====

Version Q
# C32H96O16

16 unconnected molecules or ions with the total composition C32H96O16 (the ωB97M-V functional and the def2-TZVPD basis, the Open Molecules 2025 dataset).

The calculation puts the LUMO energy at 0.0 eV. The HOMO-LUMO gap is 9.1 eV.

Geometry as ORCA input:
```
! wB97M-V def2-TZVPD RIJCOSX def2/J DEFGRID3
* xyz 0 1
O 5.89 2.59 1.88
O 4.95 -4.89 -3.78
O -1.46 -2.08 2.26
O -1.00 0.58 -3.22
O 3.77 -2.60 1.98
O 2.97 -4.75 0.54
O -1.84 -3.92 -3.23
O 1.87 2.78 -0.46
O 1.23 -2.19 3.13
O -3.57 1.73 -3.37
O -1.25 1.99 4.18
O 0.53 0.47 -0.98
O 7.12 -0.30 -2.74
O -4.74 0.98 2.18
O -2.95 -0.19 3.69
O -4.09 3.33 0.86
C 1.67 -0.25 4.47
C -0.39 -0.20 -0.13
C -2.38 -0.96 5.88
C 3.34 -0.46 0.82
C -1.45 0.72 0.35
C -3.23 2.84 -5.52
C 1.99 -4.01 -0.15
C 3.59 2.77 2.56
C 0.64 -0.74 -4.37
C -1.67 3.14 3.45
C -2.32 4.64 -0.26
C 2.10 3.25 -1.76
C -2.84 3.82 4.10
C 6.00 0.10 -1.95
C -3.49 -0.50 4.97
C 3.89 -2.82 -3.51
C 1.43 -1.75 4.50
C 4.68 3.28 1.64
C 0.92 -4.97 -0.66
C -3.51 -2.13 -2.78
C -2.19 -2.83 -2.39
C 0.89 3.99 -2.34
C -3.49 3.72 -0.42
C -5.35 -0.32 0.22
C -5.78 0.20 1.56
C 4.34 -1.40 1.41
C 5.85 1.59 -2.10
C -1.51 -3.44 2.58
C 3.65 -4.27 -3.62
C -0.61 0.07 -4.49
C -2.36 -4.23 1.62
C -3.51 2.99 -4.04
H 1.40 -5.72 -1.29
H -1.48 4.08 0.13
H -3.29 -3.73 1.42
H 1.34 1.97 -0.53
H 3.79 3.02 3.64
H 5.08 -1.81 0.71
H -1.99 4.98 -1.23
H -1.76 -4.30 0.68
H -4.03 2.25 -6.02
H -1.92 2.87 2.44
H 2.90 3.96 -1.62
H -4.40 3.61 -3.78
H 1.12 4.19 -3.38
H 1.81 0.14 5.48
H 2.25 -2.34 4.92
H 0.38 -5.49 0.12
H 6.49 2.75 1.15
H 3.81 0.50 0.62
H 2.38 2.52 -2.55
H 0.03 0.68 -1.78
H -6.04 -0.59 2.27
H 0.36 -1.91 2.88
H 0.83 0.27 3.99
H -1.77 -1.62 5.27
H -6.11 -0.99 -0.18
H -1.25 -3.62 -3.93
H -2.26 2.34 -5.67
H -2.53 4.23 5.06
H 4.83 4.35 1.77
H -4.78 3.96 1.10
H -3.27 2.78 -0.96
H 2.96 -2.32 -3.21
H -3.93 0.41 5.39
H -1.92 0.87 -3.35
H 0.46 -1.46 -3.55
H -2.28 -3.24 -1.37
H 2.61 -0.02 3.93
H -2.56 5.47 0.39
H 2.88 -0.87 -0.08
H -0.81 3.80 3.40
H -3.32 4.60 3.52
H 0.83 -1.30 -5.29
H 0.17 -4.43 -1.26
H 4.91 -0.91 2.22
H -1.43 -2.05 -2.41
H -2.00 -3.55 3.57
H 2.88 -2.39 2.29
H -1.92 1.27 4.07
H 5.10 1.98 -1.42
H -4.19 -1.33 4.80
H 4.92 -5.82 -3.50
H 6.16 -0.16 -0.91
H -0.94 1.53 0.91
H 4.18 -2.41 -4.50
H 4.34 3.16 0.62
H -0.45 0.93 -5.17
H -2.67 -1.54 6.75
H 2.66 3.27 2.33
H -0.53 -3.94 2.61
H 6.84 2.08 -1.88
H -1.43 -0.54 -4.89
H -2.67 3.46 -3.53
H -3.83 -1.43 -1.99
H -4.40 -0.79 0.42
H 3.47 1.72 2.47
H 3.47 -4.06 1.03
H 1.54 -0.20 -4.05
H 4.69 -2.63 -2.74
H 2.55 -0.27 1.57
H -4.56 1.68 1.53
H 0.02 3.33 -2.29
H 0.49 -1.96 5.04
H 7.33 -1.21 -2.53
H -2.09 -1.59 2.82
H -2.02 1.16 -0.47
H -2.16 0.28 1.06
H 0.64 4.93 -1.85
H -4.19 1.18 -3.85
H -6.67 0.84 1.40
H 3.21 -4.66 -2.71
H -4.29 4.27 -0.93
H -0.79 -1.02 -0.73
H -1.66 -0.20 6.18
H 2.99 -4.59 -4.41
H -3.42 -1.62 -3.75
H -5.13 0.53 -0.45
H 2.47 -3.47 -0.95
H 1.55 -3.31 0.58
H -3.65 0.22 3.15
H -2.50 -5.23 2.00
H -3.23 3.81 -6.03
H -4.27 -2.89 -2.89
H 5.60 1.93 -3.11
H 5.10 -0.42 -2.31
H -3.60 3.06 4.31
H 0.22 -0.64 0.67
*
```

Results of the Löwdin charge analysis, in e, for atoms 1 through 8: atom 1 (O): -0.073, atom 2 (O): -0.089, atom 3 (O): -0.097, atom 4 (O): -0.109, atom 5 (O): -0.112, atom 6 (O): -0.094, atom 7 (O): -0.069, atom 8 (O): -0.090

=====

Most stable: version Q (next structure +47.6 kJ/mol)

=====

Version P
# C11H12NO2

2 unconnected molecules or ions with the total composition C11H12NO2 (the ωB97M-V functional and the def2-TZVPD basis, the Open Molecules 2025 dataset).

The calculation puts the LUMO energy at 3.6 eV. The HOMO-LUMO gap is 7.9 eV.

Geometry as ORCA input:
```
! wB97M-V def2-TZVPD RIJCOSX def2/J DEFGRID3
* xyz -1 1
O 0.08 -0.80 2.26
O 0.02 1.29 3.01
N 1.17 0.53 0.24
C 0.48 -2.57 -1.71
C -0.26 -1.95 -2.73
C 0.12 0.20 -1.72
C 0.55 1.68 -0.16
C -1.64 -0.30 3.83
C 1.10 -1.80 -0.74
C -1.03 2.44 -2.12
C -0.46 -0.58 -2.72
C -0.44 0.12 2.95
C -0.01 1.60 -1.40
C 0.89 -0.43 -0.71
H 0.39 2.43 0.59
H -1.17 -0.17 -3.41
H -1.65 -1.38 3.71
H 0.68 -3.63 -1.80
H -2.01 2.09 -1.86
H -2.56 0.19 3.54
H -1.35 -0.14 4.87
H -0.78 2.45 -3.18
H 1.39 -2.29 0.19
H 1.08 0.35 1.23
H -0.70 -2.55 -3.52
H -1.04 3.45 -1.71
*
```

Results of the Löwdin charge analysis, in e, for atoms 1 through 8: atom 1 (O): -0.100, atom 2 (O): -0.089, atom 3 (N): 0.091, atom 4 (C): -0.121, atom 5 (C): -0.130, atom 6 (C): -0.157, atom 7 (C): -0.070, atom 8 (C): -0.041

=====

Version Q
# C11H12NO2

2 unconnected molecules or ions with the total composition C11H12NO2 (the ωB97M-V functional and the def2-TZVPD basis, the Open Molecules 2025 dataset).

The calculation puts the LUMO energy at 3.2 eV. The HOMO-LUMO gap is 7.0 eV.

Geometry as ORCA input:
```
! wB97M-V def2-TZVPD RIJCOSX def2/J DEFGRID3
* xyz -1 1
O 1.21 -4.16 -1.65
O 2.30 -2.14 -1.49
N 1.58 1.05 -0.23
C -1.48 0.46 1.73
C 1.35 -2.94 -1.63
C 0.64 0.26 0.51
C -1.18 3.42 -0.18
C -0.32 2.38 0.27
C 0.93 -1.02 1.03
C -1.29 -0.90 2.10
C -0.03 -2.21 -1.90
C -0.52 1.05 0.90
C -0.09 -1.63 1.79
C 0.92 2.31 -0.40
H -0.04 -1.32 -1.24
H -2.03 3.14 -0.76
H -2.06 -1.36 2.72
H -1.60 3.73 0.75
H 0.12 -2.71 2.12
H -2.34 0.99 2.07
H 1.83 -1.57 0.65
H 0.14 -1.96 -2.98
H 2.22 0.66 -0.89
H -0.98 -2.89 -1.70
H -0.74 4.33 -0.66
H 1.44 3.02 -0.94
*
```

Results of the Löwdin charge analysis, in e, for atoms 1 through 8: atom 1 (O): -0.087, atom 2 (O): -0.113, atom 3 (N): 0.093, atom 4 (C): -0.051, atom 5 (C): -0.834, atom 6 (C): -0.203, atom 7 (C): -0.104, atom 8 (C): -0.244

=====

Version R
# C11H12NO2

2 unconnected molecules or ions with the total composition C11H12NO2 (the ωB97M-V functional and the def2-TZVPD basis, the Open Molecules 2025 dataset).

The calculation puts the LUMO energy at 3.4 eV. The HOMO-LUMO gap is 6.5 eV.

Geometry as ORCA input:
```
! wB97M-V def2-TZVPD RIJCOSX def2/J DEFGRID3
* xyz -1 1
O 1.76 -0.44 2.56
O 3.86 -0.23 1.85
N 0.08 -0.08 0.39
C -0.10 0.02 -1.90
C -1.31 0.55 -1.39
C -3.46 1.56 -0.97
C -3.32 1.37 0.43
C 3.21 -2.15 3.09
C 2.99 -0.92 2.33
C 0.31 0.06 -3.39
C -1.14 0.42 0.04
C -2.51 1.08 -1.86
C -2.12 0.89 0.92
C 0.73 -0.29 -0.82
H 1.32 -0.25 -3.31
H 1.73 -0.65 -0.75
H 1.47 0.25 1.84
H -4.13 1.66 1.08
H 0.19 1.15 -3.58
H 3.34 -2.06 4.15
H -2.69 1.05 -2.93
H -0.43 -0.42 -4.00
H -4.38 1.78 -1.50
H -1.95 1.09 1.93
H 2.38 -2.84 3.05
H 4.19 -2.61 2.74
*
```

Results of the Löwdin charge analysis, in e, for atoms 1 through 8: atom 1 (O): 0.031, atom 2 (O): 0.057, atom 3 (N): 0.013, atom 4 (C): -0.278, atom 5 (C): -0.182, atom 6 (C): -0.149, atom 7 (C): -0.134, atom 8 (C): -0.021

=====

Version S
# C11H12NO2

2 unconnected molecules or ions with the total composition C11H12NO2 (the ωB97M-V functional and the def2-TZVPD basis, the Open Molecules 2025 dataset).

The calculation puts the LUMO energy at 3.4 eV. The HOMO-LUMO gap is 7.9 eV.

Geometry as ORCA input:
```
! wB97M-V def2-TZVPD RIJCOSX def2/J DEFGRID3
* xyz -1 1
O 0.79 -2.78 -0.41
O 2.55 -1.98 0.78
N 0.06 -0.12 -0.98
C 3.20 -3.32 -0.96
C -1.20 1.37 0.26
C -0.71 1.74 2.55
C 2.02 -2.65 -0.15
C 0.29 0.75 2.61
C 0.64 0.14 1.48
C -1.51 2.02 1.49
C -0.78 0.64 -1.88
C -2.86 2.12 -1.59
C -1.61 1.38 -1.15
C -0.17 0.38 0.29
H 3.09 -4.38 -0.80
H 3.12 -3.23 -2.06
H -3.53 1.46 -1.06
H 0.39 -1.11 -1.02
H 1.28 -0.73 1.35
H -0.67 0.57 -3.01
H 4.12 -3.26 -0.36
H 0.93 0.72 3.56
H -2.30 2.78 1.47
H -3.28 2.01 -2.64
H -0.97 2.28 3.53
H -2.88 3.21 -1.30
*
```

Results of the Löwdin charge analysis, in e, for atoms 1 through 8: atom 1 (O): -0.101, atom 2 (O): -0.106, atom 3 (N): 0.073, atom 4 (C): -0.051, atom 5 (C): -0.127, atom 6 (C): -0.173, atom 7 (C): -0.701, atom 8 (C): -0.133

=====

Most stable: version P (next structure +106.9 kJ/mol)

=====

Version P
# C11H12NO2

2 unconnected molecules or ions with the total composition C11H12NO2 (the ωB97M-V functional and the def2-TZVPD basis, the Open Molecules 2025 dataset).

The calculation puts the LUMO energy at 3.5 eV. The HOMO-LUMO gap is 7.8 eV.

Geometry as ORCA input:
```
! wB97M-V def2-TZVPD RIJCOSX def2/J DEFGRID3
* xyz -1 1
O -0.85 -2.38 1.14
O 1.28 -2.91 0.71
N 0.05 -0.84 -0.97
C -0.78 2.58 -0.59
C -2.86 1.35 -0.48
C -0.81 0.20 -0.63
C 0.30 -2.75 1.47
C -2.16 2.57 -0.53
C -2.18 0.17 -0.76
C 1.30 -0.32 -1.03
C -0.04 1.40 -0.69
C 0.49 -3.15 2.92
C 1.31 1.04 -0.94
C 2.56 1.81 -1.23
H 0.12 -4.18 2.98
H 2.10 -0.96 -1.36
H 2.88 1.66 -2.27
H 2.50 2.88 -1.18
H -0.11 -1.74 -0.52
H 1.50 -3.04 3.31
H -2.68 3.51 -0.38
H -3.93 1.42 -0.65
H -0.33 3.57 -0.59
H -2.77 -0.74 -0.74
H -0.26 -2.67 3.56
H 3.38 1.55 -0.57
*
```

Results of the Löwdin charge analysis, in e, for atoms 1 through 8: atom 1 (O): -0.087, atom 2 (O): -0.082, atom 3 (N): 0.092, atom 4 (C): -0.063, atom 5 (C): -0.115, atom 6 (C): -0.199, atom 7 (C): -0.779, atom 8 (C): -0.139

=====

Version Q
# C11H12NO2

2 unconnected molecules or ions with the total composition C11H12NO2 (the ωB97M-V functional and the def2-TZVPD basis, the Open Molecules 2025 dataset).

The calculation puts the LUMO energy at 2.7 eV. The HOMO-LUMO gap is 6.6 eV.

Geometry as ORCA input:
```
! wB97M-V def2-TZVPD RIJCOSX def2/J DEFGRID3
* xyz -1 1
O 0.94 4.87 -0.12
O -1.01 4.01 0.62
N -1.33 -2.65 -1.64
C 0.21 4.29 0.70
C -0.68 -1.56 -1.14
C -0.11 -3.39 0.09
C 0.80 0.30 0.21
C -0.72 -0.23 -1.54
C 0.10 -1.97 -0.05
C 0.56 -4.32 1.06
C -0.99 -3.75 -0.87
C 0.90 3.75 1.99
C 0.90 -1.02 0.60
C 0.05 0.73 -0.90
H 1.40 1.04 0.71
H 0.22 3.79 2.83
H 0.60 -3.84 2.03
H 1.60 -4.50 0.77
H -0.01 -5.24 1.17
H -2.06 -2.66 -2.33
H -1.39 0.07 -2.34
H 1.27 2.76 1.75
H 0.01 1.73 -1.25
H 1.79 4.36 2.20
H 1.45 -1.28 1.50
H -1.33 -4.71 -1.23
*
```

Results of the Löwdin charge analysis, in e, for atoms 1 through 8: atom 1 (O): -0.115, atom 2 (O): -0.120, atom 3 (N): 0.062, atom 4 (C): -0.817, atom 5 (C): -0.231, atom 6 (C): -0.243, atom 7 (C): -0.081, atom 8 (C): -0.022

=====

Most stable: version P (next structure +10.6 kJ/mol)

=====

Version P
# C6H11P

A single C6H11P molecule (the ωB97M-V functional and the def2-TZVPD basis, the Open Molecules 2025 dataset).

The calculation puts the LUMO energy at 0.3 eV. The HOMO-LUMO gap is 8.8 eV.

Geometry as ORCA input:
```
! wB97M-V def2-TZVPD RIJCOSX def2/J DEFGRID3
* xyz 0 1
P 1.36 -2.32 -1.40
C -1.45 0.70 0.34
C 1.86 -1.06 -0.13
C -0.33 -0.17 0.39
C -1.10 2.15 0.59
C -0.31 -2.48 -1.54
C 0.93 0.07 0.00
H 2.65 -2.64 -1.72
H -1.92 2.89 0.34
H 2.89 -0.62 -0.37
H -2.32 0.36 0.75
H 1.12 1.10 -0.43
H -1.63 0.67 -0.73
H 1.99 -1.80 0.71
H -0.63 -3.44 -2.02
H -0.99 2.34 1.69
H -0.32 2.54 -0.04
H -0.46 -1.15 0.67
*
```

Results of the Löwdin charge analysis, in e, for atoms 1 through 8: atom 1 (P): 0.801, atom 2 (C): -0.260, atom 3 (C): -0.429, atom 4 (C): -0.193, atom 5 (C): -0.113, atom 6 (C): -0.256, atom 7 (C): -0.213, atom 8 (H): -0.067

=====

Version Q
# C6H11P

A single C6H11P molecule (the ωB97M-V functional and the def2-TZVPD basis, the Open Molecules 2025 dataset).

The calculation puts the LUMO energy at 1.0 eV. The HOMO-LUMO gap is 10.0 eV.

Geometry as ORCA input:
```
! wB97M-V def2-TZVPD RIJCOSX def2/J DEFGRID3
* xyz 0 1
P 0.38 2.45 -0.82
C 0.19 -0.61 0.39
C -1.64 0.11 -0.61
C -1.31 -0.82 0.54
C 0.64 -0.70 -1.08
C 1.03 -0.55 1.64
C -0.16 0.48 -0.67
H 0.45 -0.67 2.49
H -1.47 -0.19 1.53
H -2.15 1.05 -0.32
H -1.79 -1.83 0.51
H 1.73 -0.46 -1.21
H 1.70 2.22 -0.11
H 1.78 0.36 1.81
H 0.15 -1.35 -1.92
H 1.10 2.29 -2.18
H 1.59 -1.42 1.51
H -2.21 -0.36 -1.51
*
```

Results of the Löwdin charge analysis, in e, for atoms 1 through 8: atom 1 (P): 0.772, atom 2 (C): -0.424, atom 3 (C): -0.208, atom 4 (C): -0.153, atom 5 (C): -0.089, atom 6 (C): -0.041, atom 7 (C): -0.595, atom 8 (H): 0.040

=====

Most stable: version Q (next structure +178.4 kJ/mol)